{
  "formula": "C41H123N26O27P5",
  "method": "ωB97M-V with the def2-TZVPD basis set",
  "elements": ["H", "O", "H", "H", "H", "H", "O", "H", "O", "C", "C", "H", "P", "H", "O", "C", "H", "H", "H", "H", "H", "N", "C", "H", "O", "H", "H", "H", "C", "N", "C", "H", "H", "H", "O", "N", "O", "C", "H", "H", "N", "C", "N", "H", "H", "H", "H", "H", "N", "N", "H", "H", "O", "O", "H", "H", "P", "H", "H", "H", "H", "H", "C", "H", "O", "N", "O", "C", "H", "C", "C", "H", "N", "H", "C", "H", "N", "H", "C", "H", "H", "H", "C", "H", "O", "H", "H", "H", "C", "C", "C", "N", "H", "N", "H", "H", "C", "H", "N", "H", "N", "C", "O", "O", "H", "C", "C", "O", "H", "C", "H", "N", "H", "N", "O", "H", "C", "P", "P", "H", "C", "H", "N", "C", "C", "H", "O", "H", "N", "C", "C", "H", "H", "H", "H", "C", "H", "H", "H", "H", "H", "N", "H", "H", "H", "H", "H", "H", "N", "H", "H", "H", "O", "O", "H", "H", "H", "N", "O", "H", "O", "H", "H", "N", "H", "H", "H", "O", "H", "H", "O", "P", "O", "H", "H", "N", "H", "C", "C", "H", "H", "H", "H", "H", "C", "H", "O", "H", "H", "H", "C", "H", "N", "O", "H", "H", "C", "H", "H", "C", "C", "N", "C", "H", "C", "H", "C", "H", "H", "H", "H", "O", "H", "H", "H", "C", "H", "H", "N", "H", "H", "H"],
  "positions_angstrom": [[25.103, -3.106, 13.718], [27.047, -7.824, 18.842], [24.411, 0.352, 19.549], [17.447, 2.568, 23.834], [21.837, -5.378, 19.634], [27.745, 1.383, 16.375], [15.956, -0.066, 19.588], [12.844, 3.805, 23.970], [23.212, -16.085, 18.792], [25.965, -2.642, 14.195], [20.406, 6.405, 17.176], [25.555, 0.254, 28.078], [26.457, -0.164, 30.586], [20.221, -3.192, 20.102], [17.530, -3.418, 15.870], [17.333, 3.567, 23.414], [26.108, -13.227, 16.761], [29.811, 2.646, 11.808], [29.868, 0.675, 31.014], [26.117, -16.806, 17.446], [29.832, -6.563, 19.451], [22.945, -0.784, 20.410], [23.483, -3.036, 23.292], [13.697, -1.872, 20.393], [32.705, -3.142, 21.968], [27.522, 6.381, 13.760], [22.409, -2.856, 23.269], [14.950, 6.342, 27.702], [28.027, 2.392, 16.674], [20.987, 7.520, 17.909], [33.406, -1.013, 21.234], [21.898, -0.664, 22.213], [14.931, -2.991, 19.756], [23.525, -4.112, 23.121], [22.044, 7.341, 18.522], [14.782, 5.092, 26.055], [15.901, -5.670, 22.961], [20.935, -3.067, 20.916], [28.365, 3.822, 11.419], [22.267, -8.234, 23.443], [27.835, 0.820, 30.707], [15.572, 5.723, 27.056], [15.032, -5.583, 23.807], [14.691, -5.747, 25.850], [26.452, 3.628, 13.805], [21.223, -12.909, 17.864], [23.554, 2.284, 30.519], [27.258, 2.734, 30.415], [21.205, -8.661, 25.227], [28.410, 2.960, 13.367], [21.037, -0.086, 20.790], [26.443, 0.819, 33.547], [18.844, -3.217, 27.158], [26.613, -5.971, 25.833], [23.830, -12.154, 17.441], [28.608, -6.290, 23.513], [29.453, 3.691, 14.434], [23.865, -2.780, 24.281], [26.006, -1.376, 21.985], [19.012, -1.604, 25.466], [34.420, -1.410, 21.189], [14.524, -7.276, 24.953], [28.864, 5.634, 16.378], [24.353, -1.836, 31.245], [15.999, -1.109, 21.467], [22.310, -3.434, 20.591], [21.400, -7.510, 25.496], [28.767, -6.343, 19.386], [12.733, 2.357, 26.657], [26.516, -0.261, 33.417], [24.847, -1.646, 32.199], [26.230, -3.276, 15.042], [17.866, -2.597, 26.819], [20.382, -3.475, 14.389], [17.963, -1.888, 25.540], [14.380, 1.612, 26.955], [25.233, 0.877, 30.119], [24.782, 2.282, 31.797], [23.380, 0.083, 19.319], [24.344, -12.672, 20.980], [27.433, -0.761, 33.727], [23.433, -11.399, 19.068], [15.489, 5.088, 23.006], [29.866, 5.533, 16.794], [30.786, 3.842, 13.855], [33.070, -0.299, 20.483], [22.504, -9.876, 24.142], [28.961, 1.409, 26.914], [22.371, -15.062, 15.711], [21.147, -13.931, 17.491], [27.766, 2.210, 31.225], [24.222, -2.344, 22.246], [25.036, -12.021, 18.732], [18.692, -3.180, 15.689], [25.189, 2.017, 28.332], [20.777, -2.149, 21.483], [23.977, -12.169, 18.521], [21.753, -15.905, 16.020], [23.827, -13.540, 19.044], [29.197, -0.891, 30.484], [27.256, -6.682, 25.059], [14.611, -1.950, 19.804], [31.239, -1.768, 21.318], [26.968, -2.365, 12.101], [20.937, -9.521, 23.356], [13.545, 5.658, 25.675], [22.644, -4.803, 20.088], [20.682, -9.553, 25.847], [25.852, -1.936, 23.549], [28.615, -6.210, 24.600], [29.126, -0.275, 26.255], [28.084, -7.670, 19.510], [18.014, 4.272, 23.892], [29.274, 2.614, 15.837], [24.800, -2.552, 19.733], [17.737, 3.686, 22.408], [22.014, -0.127, 21.271], [15.463, 3.638, 25.418], [23.622, -14.913, 18.038], [26.664, 2.126, 12.752], [30.415, 1.964, 16.467], [23.314, -15.512, 15.402], [25.124, -14.894, 17.171], [19.493, -3.998, 14.740], [25.253, -1.468, 22.768], [22.267, 0.922, 21.421], [31.504, 0.511, 26.152], [30.400, 2.149, 17.541], [15.575, -0.962, 20.332], [21.781, -9.097, 23.899], [25.002, 0.994, 28.657], [27.343, 3.203, 16.423], [26.260, -15.660, 18.745], [26.832, 2.011, 14.465], [33.371, -0.516, 22.204], [26.283, -15.750, 17.659], [28.256, 2.395, 17.739], [28.390, -5.802, 20.254], [15.527, 6.036, 23.543], [24.455, -13.488, 15.933], [16.060, 4.976, 27.683], [30.609, 1.091, 25.582], [25.723, -1.606, 14.433], [19.338, 6.619, 17.214], [17.702, -2.700, 24.861], [24.080, -1.322, 32.902], [27.288, -15.464, 17.350], [24.776, -0.532, 23.060], [22.464, -14.423, 16.922], [22.785, -13.363, 20.791], [21.952, -14.538, 14.851], [17.285, -1.034, 25.543], [28.502, -8.402, 20.397], [26.838, -7.758, 24.656], [28.961, 5.973, 12.940], [23.964, 0.703, 28.499], [13.310, 6.546, 26.261], [25.972, -0.729, 32.147], [30.707, 1.615, 24.483], [28.478, 6.643, 16.523], [14.055, -4.918, 23.713], [23.727, 0.985, 31.592], [13.408, 5.934, 24.630], [14.180, 2.642, 25.137], [16.175, -6.656, 25.209], [31.341, 2.298, 16.000], [20.547, 5.418, 17.617], [20.385, 8.544, 17.858], [19.453, -4.960, 15.251], [18.741, -4.150, 13.966], [16.717, -2.692, 27.339], [23.662, -2.317, 20.688], [16.491, 2.992, 26.289], [12.525, 2.151, 23.967], [28.697, 2.639, 31.595], [32.406, -2.045, 21.523], [28.787, -5.199, 24.970], [25.431, -13.883, 16.215], [24.323, 1.686, 31.008], [16.329, 6.436, 26.727], [29.030, 7.191, 14.227], [14.479, 4.909, 22.638], [24.113, -14.508, 20.777], [23.457, -4.781, 19.363], [13.618, 1.888, 26.226], [23.183, -0.285, 18.312], [27.879, -3.533, 13.596], [25.234, -2.598, 32.561], [30.288, 0.902, 16.253], [16.083, 5.254, 22.107], [13.359, 2.848, 23.881], [25.993, -14.302, 15.380], [26.941, -2.932, 13.143], [19.269, -2.220, 16.331], [14.539, -1.642, 18.761], [28.235, 2.054, 11.459], [29.003, 0.015, 31.060], [28.563, -5.881, 18.420], [20.584, -3.784, 21.658], [29.184, 0.793, 26.043], [15.129, -6.378, 25.077], [28.744, 5.191, 14.918], [28.590, 6.240, 13.929], [14.005, 2.629, 23.031], [28.757, 2.914, 11.878], [28.444, 0.950, 25.258], [26.981, 2.692, 13.627], [25.818, -0.606, 34.180], [22.845, 1.031, 19.288], [13.131, 0.989, 25.850], [29.300, -6.914, 25.072], [26.618, -1.233, 29.513], [20.425, -13.751, 16.695], [27.217, 2.304, 32.162], [29.081, -0.154, 32.134], [23.824, -13.496, 20.491], [12.735, 4.946, 25.832], [20.592, 6.478, 16.104], [15.989, 4.033, 23.811], [23.072, -5.441, 20.861], [28.203, 5.065, 17.033], [20.670, -14.621, 18.187]],
  "forces_ev_per_angstrom": [[-0.770, 0.288, 0.518], [1.818, -0.284, 0.995], [0.266, -0.071, -0.883], [0.505, 0.082, -0.343], [-0.435, 0.585, 0.093], [-0.899, 0.087, 0.355], [-0.654, -0.570, 0.255], [0.410, 0.286, -0.856], [0.596, -1.232, 0.695], [-2.424, -1.508, -0.359], [-2.032, -0.670, -0.583], [0.400, 0.265, 0.382], [-0.927, -0.644, -0.789], [0.235, 0.508, -0.391], [-0.280, -0.809, -0.506], [0.499, 0.580, 1.897], [-0.140, 1.047, -0.620], [0.008, 0.890, -0.307], [0.300, 0.034, -0.884], [0.034, 0.059, -0.263], [-0.108, 0.233, 0.307], [0.672, -0.737, -0.352], [-0.714, -0.737, -0.297], [0.072, 0.066, -0.235], [1.158, 0.632, -0.028], [-0.226, 0.446, 0.048], [-0.118, 0.478, 0.151], [-0.324, -0.203, 0.166], [1.713, 0.419, -1.897], [2.261, -1.128, 0.897], [0.456, 0.555, 1.558], [0.141, 0.302, 0.166], [0.607, 0.275, 0.771], [0.351, -0.202, 0.365], [-0.977, 0.055, -0.611], [1.945, -1.820, -0.615], [0.198, -0.207, 0.238], [-0.156, -1.460, 0.947], [0.656, 0.018, -0.436], [-0.280, -0.232, -0.061], [-0.199, -1.397, 0.644], [0.428, 0.872, 1.252], [1.117, -1.160, 0.315], [0.335, -0.177, -0.003], [-0.435, -0.117, -0.187], [0.461, -0.251, 0.694], [0.589, 0.042, -0.682], [0.297, 0.713, 0.464], [1.414, -0.996, -2.231], [-0.007, -0.112, -1.684], [-0.392, -0.083, 0.056], [0.770, 0.072, -0.230], [-0.012, 0.140, 0.600], [1.037, -0.379, -0.799], [-0.249, 0.340, 0.233], [0.204, -0.026, 0.209], [-2.151, -0.603, 2.327], [0.015, -0.092, -0.161], [-0.146, 0.758, -0.225], [-0.239, 0.037, -0.364], [-0.373, -0.228, -0.572], [0.006, 0.126, -0.137], [-0.551, -0.615, -1.066], [0.367, 0.280, -0.159], [-0.494, -0.099, -0.217], [2.285, 0.926, -0.591], [-0.621, 0.741, 1.258], [0.528, -0.600, -0.264], [0.217, 0.672, 0.667], [-1.305, -0.742, 0.282], [0.306, -0.630, 0.406], [0.029, 0.554, -0.043], [-2.711, -1.104, 0.983], [-0.038, -0.512, 0.569], [0.308, 0.312, 0.248], [-0.186, 0.216, -0.001], [-0.243, 0.870, -0.146], [0.624, 0.267, -0.461], [0.346, 0.118, 0.061], [0.747, -0.253, -0.515], [0.460, 0.557, -0.338], [-0.501, -0.245, -0.110], [-0.526, 1.252, -0.147], [0.134, 0.194, -0.270], [0.731, -0.373, 0.081], [0.074, -0.564, -0.069], [-0.098, 0.043, -0.136], [0.086, -0.245, -0.003], [-0.519, -3.033, -1.414], [0.773, 0.219, -0.876], [-0.748, -0.928, 0.091], [-0.880, -0.752, 0.965], [0.197, 1.015, -0.388], [1.746, 4.277, 2.851], [-0.041, -0.035, -0.255], [0.455, 0.150, -0.783], [1.421, -1.393, -0.213], [-0.561, -0.793, -1.485], [-0.923, 0.750, -0.695], [-0.527, 0.232, -0.056], [-1.481, 0.213, 0.736], [-0.474, 0.196, -1.226], [0.108, 0.851, -0.223], [-1.242, 0.576, -2.186], [0.285, 0.122, -0.206], [-1.605, -0.073, -0.327], [0.522, 0.350, 0.511], [-0.595, 0.424, 1.009], [-0.585, -0.065, 0.425], [-0.524, -0.348, 0.353], [0.400, 0.206, 0.436], [-1.651, 0.260, 0.033], [0.609, -0.352, 0.644], [-0.094, 2.237, -0.044], [-1.638, 0.177, 0.732], [-1.421, -0.510, -0.633], [-0.718, -0.029, 0.223], [-0.038, 0.705, -0.914], [1.463, 3.363, -0.276], [-0.569, 0.422, 0.052], [-0.316, 0.072, -1.108], [0.153, 0.209, 0.011], [-0.671, -3.088, 0.810], [-2.163, -0.059, -0.013], [0.369, -0.196, -1.373], [0.395, -0.012, 0.443], [0.144, 0.666, 0.606], [0.277, -0.021, 0.068], [1.722, 0.122, 0.531], [-0.095, -0.087, 0.359], [-0.687, -0.210, 0.889], [-0.439, -0.529, 0.116], [0.291, -0.148, 0.191], [0.118, 0.209, 0.142], [0.212, 0.605, -0.025], [-1.920, 0.391, 0.839], [0.134, 0.197, 0.000], [0.231, 0.283, -0.295], [-0.282, 0.312, 0.009], [0.599, 0.694, -0.453], [0.053, 0.080, -0.051], [-1.308, -1.855, -1.831], [0.650, -0.043, -0.439], [-0.069, -0.153, 0.148], [-0.027, 0.532, -0.493], [-0.034, 0.271, 0.079], [-0.401, 0.462, -0.488], [0.596, 0.295, 0.244], [0.292, 3.643, 2.991], [-0.265, -0.026, 0.517], [-0.122, 0.415, 0.280], [0.016, -0.307, -0.206], [-0.458, 0.233, -1.117], [0.826, 0.656, -0.071], [0.468, -0.202, 0.172], [-0.252, 0.409, -0.293], [0.182, -0.062, 0.102], [0.800, 1.328, -1.965], [0.215, 0.590, 0.713], [0.361, 0.198, -0.513], [-1.814, 1.365, -0.388], [-0.151, -0.287, 0.061], [0.531, 0.222, -0.269], [-0.178, 0.277, -1.487], [-0.206, 0.162, 0.219], [0.033, 0.008, 0.168], [0.689, 0.367, -0.096], [-0.635, 1.601, 0.009], [1.250, -0.070, -0.126], [0.431, 0.089, -0.538], [2.619, 0.411, -0.814], [-0.520, 0.344, -1.511], [-0.816, 1.072, -0.837], [0.205, -0.413, -0.321], [0.556, -0.260, -1.098], [-1.677, -1.853, -0.615], [-0.201, -0.206, -0.137], [0.254, -0.221, 0.577], [0.105, -1.711, 0.392], [0.303, -0.075, -0.542], [0.156, -0.116, 0.056], [-0.225, 0.103, 0.135], [0.238, 0.313, 0.844], [-0.154, 0.522, -0.224], [-0.992, -0.463, -0.221], [0.585, -0.559, 0.070], [1.389, -2.001, -0.143], [-0.276, -0.329, -0.006], [0.398, -0.361, 0.418], [0.243, -0.326, 0.100], [0.140, -0.812, 2.344], [-0.244, 0.020, -0.330], [2.371, 2.148, 2.691], [-0.952, -2.921, -2.215], [-0.731, 0.010, 0.170], [-0.187, 0.055, 0.007], [1.323, 1.432, 1.029], [-0.389, -0.085, 0.337], [-0.146, -0.457, 0.186], [-0.105, 0.034, 0.266], [0.383, -0.068, -0.239], [0.740, -1.169, 1.993], [-0.797, -0.135, -0.327], [-0.466, 0.479, -0.113], [-0.513, -0.571, 2.149], [0.555, 0.561, -0.153], [1.231, -0.148, -0.088], [-0.233, -0.126, 0.088], [-0.348, -0.044, 0.623], [0.551, -0.480, -0.296], [0.124, 0.083, -0.322], [0.068, 1.577, 2.254], [0.217, -0.556, -0.493], [-0.738, -0.194, -0.081], [-0.572, -0.826, 0.311], [-1.528, -1.700, -0.275], [-0.275, -0.099, 0.323], [0.760, -0.080, 0.234], [0.538, -1.574, 0.320], [-0.270, -0.050, 0.518], [0.021, -0.401, -0.214], [0.316, 0.010, 0.216]],
  "mulliken_charge": [0.307, -0.507, 0.363, 0.268, 0.362, 0.368, -0.518, 0.299, -0.892, -0.773, -0.718, 0.362, 0.283, 0.301, -0.496, -1.061, 0.365, 0.308, 0.428, 0.318, 0.272, 0.404, -0.909, 0.274, -0.532, 0.308, 0.235, 0.402, -1.369, 0.864, -0.666, 0.424, 0.287, 0.233, -0.528, 0.344, -0.545, -1.069, 0.336, 0.254, 0.357, -1.108, 0.885, 0.294, 0.255, 0.253, 0.392, 0.235, 0.913, 0.143, 0.411, 0.283, -0.510, -0.500, 0.356, 0.173, 0.367, 0.451, 0.372, 0.263, 0.295, 0.284, -1.024, 0.283, -0.476, 0.488, -0.512, -0.591, 0.328, -1.078, -1.172, 0.353, 0.849, 0.268, -0.577, 0.305, 0.348, 0.280, -1.234, 0.374, 0.292, 0.366, -0.960, 0.303, -0.823, 0.272, 0.280, 0.287, -1.216, -1.035, -0.846, 0.378, 0.436, 0.796, 0.297, 0.237, -1.237, 0.522, 0.422, 0.307, 0.842, -0.732, -0.497, -0.538, 0.271, -0.969, -1.113, -0.545, 0.514, -0.579, 0.310, 0.825, 0.409, 0.372, -0.859, 0.350, -1.377, 0.123, 0.362, 0.380, -1.037, 0.380, 0.205, -0.692, -1.249, 0.441, -0.522, 0.267, 0.837, -0.662, -1.218, 0.431, 0.319, 0.105, 0.293, -1.008, 0.326, 0.230, 0.302, 0.365, 0.342, 0.894, 0.254, 0.318, 0.256, 0.441, 0.371, 0.301, 0.155, 0.333, 0.266, 0.255, -0.505, -0.511, 0.328, 0.421, 0.403, 0.238, -0.522, 0.451, -0.519, 0.298, 0.284, 0.270, 0.289, 0.341, 0.284, -0.508, 0.298, 0.323, -0.538, 0.083, -0.795, 0.421, 0.374, 0.833, 0.294, -1.071, -0.946, 0.296, 0.425, 0.264, 0.308, 0.352, -1.046, 0.282, -0.536, 0.410, 0.333, 0.353, -1.026, 0.338, 0.932, -0.497, 0.326, 0.414, -1.148, 0.276, 0.420, -0.790, -0.685, 0.253, -1.082, 0.281, -1.029, 0.342, -0.713, 0.432, 0.471, 0.373, 0.283, -0.849, 0.422, 0.155, 0.344, -1.105, 0.250, 0.289, 0.297, 0.288, 0.264, 0.330],
  "e_homo_ha": -0.288,
  "e_tot_ha": -6796.7217,
  "orbital_gap_ev": 7.59,
  "lumo_ev": -0.3
}